No. 1
Molecular formula: C3H8N5
Method: DFT, ωB97M-V with the def2-TZVPD basis set

Computed properties:
Total charge   +1
E_LUMO (spin up / spin down)   -5.133 / -5.121 eV
E   -10676.731 eV

Geometry as XYZ:
```
16
Properties=species:S:1:pos:R:3:forces:R:3:lowdin_charge:R:1
C 0.15588 1.02807 1.43338 -3.06 -0.40 3.13 0.110
C -1.08919 0.43283 -0.71119 -3.34 -0.55 0.72 -0.064
C 1.29599 0.97324 1.07964 3.00 -0.79 -2.29 -0.109
N 2.34569 0.76069 0.15137 -0.11 2.04 1.04 0.024
N -2.34776 0.05705 -0.28891 2.45 1.01 -0.69 -0.200
N 2.65199 -0.26887 -0.50907 -1.09 -2.09 -0.16 0.031
N 1.93984 -1.35586 -0.40643 -0.27 1.05 0.47 0.138
N -2.59875 -1.15723 0.11199 -0.40 0.60 -0.61 0.031
H -0.56710 -0.45181 -0.93944 1.11 -0.48 -0.38 0.030
H -0.91561 1.41548 -1.14104 -0.26 -0.32 0.26 0.083
H 3.02349 1.52418 -0.07174 -0.94 -0.63 0.62 0.200
H -2.95606 0.89390 -0.23460 -0.57 -0.96 0.05 0.171
H 2.31076 -2.07859 -1.07900 -1.08 0.72 1.39 0.174
H 1.04726 -1.38287 0.24465 2.20 -0.27 -1.74 0.183
H -0.68353 0.97731 2.23732 1.72 0.28 -2.15 0.131
H -3.61293 -1.36750 0.12307 0.62 0.78 0.33 0.066
```
Positions in Å, forces in eV/Å.

=====

No. 2
Molecular formula: C3H8N5
Method: DFT, ωB97M-V with the def2-TZVPD basis set

Computed properties:
Total charge   +1
E_LUMO   -4.809 eV
SMILES   C=[N+]=CCN/N=N\N
E   -10679.298 eV

Geometry as XYZ:
```
16
Properties=species:S:1:pos:R:3:forces:R:3:lowdin_charge:R:1
C -0.70210 -1.53564 2.70162 0.12 -2.78 1.60 0.151
N -0.80920 -1.53319 1.45869 -0.25 1.19 0.50 0.102
C -0.92261 -1.20121 0.24427 4.24 -1.63 2.31 0.039
C 0.33507 -1.07670 -0.57557 1.62 -1.90 -1.00 -0.187
N 0.32994 0.19318 -1.22368 0.96 -1.08 0.79 -0.065
N 0.61041 1.06108 -0.15678 -1.22 -1.15 0.78 -0.057
N 0.78487 2.23671 -0.33163 0.78 1.76 0.18 -0.084
N 0.69570 2.77060 -1.51916 -0.48 -0.15 -1.37 0.067
H -0.36671 -0.72809 3.38879 -0.45 0.03 -1.14 0.140
H -0.86883 -2.55733 3.24933 0.31 1.85 -1.15 0.159
H -1.85129 -0.95255 -0.00774 -3.79 1.16 -1.69 0.117
H 1.21667 -1.17239 0.16413 -1.35 0.22 -1.39 0.154
H 0.50068 -1.84952 -1.39675 -0.69 0.48 1.31 0.157
H -0.26937 0.20727 -2.03224 -0.28 1.09 -0.11 0.127
H 1.15008 3.61694 -1.62924 0.73 1.93 0.26 0.078
H 0.16669 2.52085 -2.33405 -0.27 -1.01 0.13 0.103
```
Positions in Å, forces in eV/Å.

=====

No. 3
Molecular formula: C3H8NO
Method: DFT, ωB97M-V with the def2-TZVPD basis set

Computed properties:
Total charge   -1
E_LUMO   4.488 eV
SMILES   CCNC[O-]
E   -6776.813 eV

Geometry as XYZ:
```
13
Properties=species:S:1:pos:R:3:forces:R:3:lowdin_charge:R:1
C -0.77895 0.54158 -1.56606 2.93 2.39 1.35 -0.135
C -0.57591 -0.83347 -0.91260 -2.16 2.06 0.73 -0.343
N -0.44422 -0.70428 0.52678 0.52 -2.04 -1.34 -0.083
C 0.85662 -0.15414 1.07211 -0.69 -0.03 -0.12 -0.603
O 1.03954 1.13531 1.10552 -0.47 1.61 0.34 -0.329
H -0.54871 0.59562 -2.63948 -0.35 -0.08 0.07 0.035
H -0.02200 1.36293 -0.98820 -1.76 -2.40 -1.52 0.123
H -1.75459 0.95129 -1.32138 -0.36 -0.17 -0.27 0.035
H 0.18925 -1.41180 -1.25799 3.03 -0.81 -1.02 0.051
H -1.37238 -1.48213 -1.30500 -0.81 -0.01 0.82 0.081
H -1.19377 -0.19709 0.90190 -1.08 1.02 0.64 0.053
H 1.66047 -0.58440 0.51771 0.81 -1.49 -1.19 0.063
H 0.82442 -0.71079 2.00015 0.40 -0.06 1.51 0.052
```
Positions in Å, forces in eV/Å.

=====

No. 4
Molecular formula: C3H8NO
Method: DFT, ωB97M-V with the def2-TZVPD basis set

Computed properties:
Total charge   -1
E_LUMO   4.479 eV
SMILES   CCNC[O-]
E   -6777.276 eV

Geometry as XYZ:
```
13
Properties=species:S:1:pos:R:3:forces:R:3:lowdin_charge:R:1
C 2.22965 -0.46332 0.22053 0.02 -0.65 -0.81 -0.135
C 0.95058 0.37387 0.26740 -0.82 0.99 -1.27 -0.365
N -0.25134 -0.23493 0.77004 -0.35 -0.64 1.12 -0.102
C -1.54631 -0.27614 -0.18961 1.75 -0.55 0.84 -0.566
O -1.54947 0.65106 -1.08513 -0.51 0.26 -0.48 -0.300
H 3.10562 0.11568 0.51772 0.02 -0.16 0.44 0.042
H 2.12226 -1.41274 0.75167 0.09 0.33 0.54 0.050
H 2.48193 -0.80745 -0.78901 -0.22 0.17 -0.23 0.045
H 1.21485 1.33904 0.72303 -0.24 -0.13 0.43 0.087
H 0.59025 0.70046 -0.73073 0.69 -0.12 -0.14 0.089
H -0.57274 0.23671 1.59849 0.13 0.16 0.20 0.040
H -1.46278 -1.34680 -0.50614 -0.25 0.05 -0.57 0.056
H -2.32277 -0.30550 0.61657 -0.31 0.31 -0.08 0.059
```
Positions in Å, forces in eV/Å.

=====

No. 5
Molecular formula: C3H8NO
Method: DFT, ωB97M-V with the def2-TZVPD basis set

Computed properties:
Total charge   +1
E_LUMO   -7.250 eV
E   -6763.499 eV

Geometry as XYZ:
```
13
Properties=species:S:1:pos:R:3:forces:R:3:lowdin_charge:R:1
C -0.53757 -0.53914 1.28347 -1.84 -3.15 -0.74 0.005
C 0.65833 -1.18052 -1.61274 0.68 0.48 0.44 -0.054
C 0.86187 0.17161 -1.89692 1.87 -0.64 -1.96 0.293
N -0.96856 1.56178 2.32856 -1.18 0.26 -2.62 0.129
O -0.29957 0.64560 1.45539 1.88 2.86 0.45 -0.171
H -1.49798 -0.91835 1.78131 0.86 0.58 0.19 0.061
H 1.18481 -1.84495 -2.31850 0.00 0.00 0.17 0.150
H -0.31331 -1.23469 -2.10101 -1.45 -0.29 -0.39 0.165
H 0.54310 -1.36060 -0.52461 0.09 -0.35 -0.49 0.052
H 1.03109 0.86159 -1.14393 -0.54 1.46 1.84 0.083
H 1.10155 0.61769 -2.88910 -0.65 -0.77 0.36 0.143
H -0.27994 2.16305 2.66695 1.33 0.82 0.85 0.081
H -1.48381 1.05692 2.97113 -1.05 -1.25 1.89 0.064
```
Positions in Å, forces in eV/Å.

=====

No. 6
Molecular formula: C3H8NO
Method: DFT, ωB97M-V with the def2-TZVPD basis set

Computed properties:
Total charge   +1
E_LUMO   -3.703 eV
SMILES   C[NH2+]CC=O
E   -6769.659 eV

Geometry as XYZ:
```
13
Properties=species:S:1:pos:R:3:forces:R:3:lowdin_charge:R:1
C 0.02828 1.66094 -0.18192 -5.37 -2.51 3.92 0.004
N 0.74115 0.41010 0.08434 -2.52 -2.76 0.73 0.031
C -0.20507 -0.77267 0.72164 -0.35 0.86 -2.84 0.021
C -0.45208 -1.66924 -0.50500 2.25 2.67 0.83 -0.185
O 0.19019 -1.48721 -1.48780 0.18 0.07 -1.49 0.107
H -1.04180 1.40695 -0.61921 2.23 0.30 0.81 0.165
H -0.15459 2.08047 0.81533 0.08 0.72 -0.68 0.119
H 0.48909 2.21048 -0.85673 2.50 2.77 -2.76 0.051
H 0.93482 0.11267 -0.88773 0.95 -1.25 0.66 0.144
H 1.45749 0.38449 0.78210 1.29 0.89 -0.28 0.166
H -1.15844 -0.37484 1.07321 0.36 0.34 0.20 0.133
H 0.21659 -1.49010 1.41985 0.82 0.77 0.54 0.138
H -1.04563 -2.47204 -0.35810 -2.41 -2.87 0.35 0.107
```
Positions in Å, forces in eV/Å.

=====

No. 7
Molecular formula: C3H8NO
Method: DFT, ωB97M-V with the def2-TZVPD basis set

Computed properties:
Total charge   +1
E_LUMO   -7.512 eV
E   -6768.123 eV

Geometry as XYZ:
```
13
Properties=species:S:1:pos:R:3:forces:R:3:lowdin_charge:R:1
C 0.55577 1.04668 0.57534 -0.19 -0.72 1.32 -0.218
C 0.81970 -0.39428 0.46546 1.04 0.19 -0.96 0.204
C 0.18997 -1.27685 -0.48559 -0.95 0.50 -0.42 -0.223
O -0.68870 -0.71242 -1.39665 0.12 0.21 0.01 0.009
N -0.82409 1.25002 0.90220 -0.34 0.15 -0.63 0.055
H 1.27366 1.44915 1.28278 0.10 0.41 0.12 0.131
H 0.82473 1.42848 -0.42685 0.03 0.06 -0.20 0.170
H 1.68244 -0.80215 1.00841 -0.36 -0.06 0.04 0.164
H -0.44268 -1.96571 0.11817 0.55 -0.44 0.03 0.198
H 0.97631 -1.84881 -1.02105 0.02 -0.30 0.59 0.186
H -1.30609 0.51431 1.38259 0.00 0.02 0.22 0.094
H -0.22479 -0.07980 -1.96349 -0.21 -0.05 -0.03 0.122
H -1.10156 2.16899 1.20559 0.19 0.03 -0.07 0.107
```
Positions in Å, forces in eV/Å.

=====

No. 8
Molecular formula: C3H8NO
Method: DFT, ωB97M-V with the def2-TZVPD basis set

Computed properties:
Total charge   +1
E_LUMO   -4.806 eV
E   -6768.576 eV

Geometry as XYZ:
```
13
Properties=species:S:1:pos:R:3:forces:R:3:lowdin_charge:R:1
C -1.26551 1.20882 -0.37143 -0.42 0.62 -1.07 0.036
C -0.87138 -0.19663 -0.04356 2.72 2.55 0.21 -0.168
C -0.60918 -1.58514 -0.35109 -2.06 -2.12 -1.43 0.007
N -0.36740 0.72742 0.70132 -2.39 -1.40 0.22 0.185
O 2.19703 0.56586 0.30923 2.73 -1.36 -0.11 -0.105
H -0.68766 1.75667 -1.11253 -0.07 -0.35 -0.26 0.116
H -2.31631 1.61338 -0.34738 1.09 -0.73 1.08 0.142
H -1.70934 -2.05256 -0.47010 2.50 0.61 0.21 0.159
H -0.07171 -2.05314 0.47687 -0.16 -0.03 -0.18 0.093
H -0.04364 -1.82754 -1.36543 -1.27 1.09 1.99 0.165
H 0.14138 0.93857 1.57343 -0.28 -0.22 -0.80 0.193
H 2.66485 0.93014 1.09664 -0.38 -0.22 -0.80 0.064
H 2.93887 -0.02584 -0.09596 -1.99 1.57 0.93 0.114
```
Positions in Å, forces in eV/Å.

=====

No. 9
Molecular formula: C3H8NO
Method: DFT, ωB97M-V with the def2-TZVPD basis set

Computed properties:
Total charge   +1
E_LUMO   -5.488 eV
E   -6769.813 eV

Geometry as XYZ:
```
13
Properties=species:S:1:pos:R:3:forces:R:3:lowdin_charge:R:1
C -1.27289 0.58664 -1.10178 0.53 -0.37 -0.33 -0.013
C -0.61774 -0.53691 -1.45121 -0.53 1.10 -0.14 -0.262
O -0.40531 -1.52260 -0.54754 0.03 -1.24 -0.75 -0.015
H -1.17802 1.43351 -1.76497 -0.52 -0.05 -0.21 0.070
H -1.90399 0.67457 -0.21412 0.42 -0.11 -0.13 0.083
H -0.24952 -0.70516 -2.47914 0.13 0.22 0.71 0.138
H -0.21960 -2.34465 -1.05268 -0.13 0.48 0.70 0.135
C 1.34629 -0.08524 1.62928 -0.68 1.93 -1.14 0.197
N 0.54777 0.87533 1.29188 1.62 -2.02 0.47 0.220
H 1.94646 -0.00247 2.50571 -0.13 -0.25 0.94 0.119
H 1.51640 -0.85340 0.90539 0.05 -0.43 -0.26 0.104
H 0.17917 0.88592 0.33757 -0.74 -0.05 -0.22 0.075
H 0.31097 1.59447 1.94160 -0.05 0.78 0.34 0.149
```
Positions in Å, forces in eV/Å.

=====

No. 10
Molecular formula: C3H8NO2
Method: DFT, ωB97M-V with the def2-TZVPD basis set

Computed properties:
Total charge   -1
E_LUMO   4.002 eV
E   -8822.970 eV

Geometry as XYZ:
```
14
Properties=species:S:1:pos:R:3:forces:R:3:lowdin_charge:R:1
N 0.51018 0.21218 1.34006 0.47 -0.08 -4.45 0.020
C -0.50994 0.16230 0.24889 0.54 5.32 0.82 -0.338
C -0.63884 -0.71318 -0.92277 -1.17 -1.21 -1.10 -0.091
O 2.23212 -1.68320 0.19961 -0.27 0.45 0.29 -0.552
C -0.78892 1.61562 -0.29842 -0.89 0.74 -3.82 -0.257
O -1.65041 1.89701 -1.25583 3.35 -0.65 3.41 -0.157
H 0.27029 -0.10863 2.21874 -1.34 -1.05 1.78 0.004
H 3.10442 -1.44263 0.53105 0.05 -0.08 -0.07 -0.161
H -1.48682 0.84547 0.52093 -0.66 -2.65 1.84 0.151
H -1.37465 -0.21560 -1.60428 0.56 -0.51 0.55 0.076
H 0.30779 -0.79284 -1.47639 -0.03 -0.03 0.57 0.087
H 1.27908 -0.48289 0.96006 -0.26 0.30 0.17 0.031
H -0.24402 2.42528 0.25289 -0.57 -0.51 -0.07 0.117
H -1.01028 -1.71889 -0.71454 0.22 -0.05 0.06 0.071
```
Positions in Å, forces in eV/Å.

=====

Computed values of energy above the lowest of the compared OMol25 structures with the same formula, charge and spin (unit: kcal/mol) for the preceding records, in sequence: 178.70 119.51 27.19 16.51 176.88 34.84 70.25 59.82 31.28 111.20.